Molecular formula: C34H32Cl5LaN4O5S
Method: DFT, ωB97M-V/def2-TZVPD

Each line ends with the Mulliken charge.
Atoms and positions in Å:
La1 -0.530 1.430 -0.322  0.7744
C1 1.970 -0.443 4.842  -0.6359
C2 1.120 0.625 4.587  -0.5286
C3 1.035 1.154 3.313  -0.2795
C4 1.832 0.632 2.297  -0.1044
C5 2.721 -0.407 2.562  -0.1263
C6 2.770 -0.956 3.829  -0.8639
N1 1.716 1.196 1.010  1.2064
N2 2.815 1.316 0.430  -0.9770
C7 2.828 1.798 -0.879  -0.2132
C8 4.017 2.360 -1.325  -0.9434
C9 4.088 2.792 -2.638  -0.6514
C10 3.003 2.580 -3.468  -0.8521
C11 1.862 1.991 -2.938  -0.8348
N3 1.753 1.645 -1.662  1.3687
H1 2.007 -0.877 5.833  0.4213
H2 0.513 1.033 5.384  0.4358
H3 0.380 1.988 3.089  0.4792
H4 3.334 -0.790 1.757  0.4739
H5 3.435 -1.786 4.029  0.4108
H6 4.841 2.457 -0.632  0.5748
H7 4.985 3.266 -3.013  0.4545
H8 3.021 2.876 -4.507  0.5067
H9 0.992 1.812 -3.555  0.4461
Cl1 -3.300 1.875 -0.873  -0.0810
C12 -3.904 2.131 0.788  0.7398
Cl2 -4.491 0.575 1.397  -0.0807
Cl3 -5.218 3.283 0.743  -0.0891
C13 -2.728 2.629 1.749  0.0284
O1 -3.057 3.312 2.688  -0.6277
O2 -1.572 2.206 1.412  0.2238
S1 -1.641 -3.150 1.999  -0.3726
C14 -0.807 -1.814 1.293  0.1022
N4 -0.977 -0.657 1.842  1.0025
C15 -1.785 -0.775 2.970  -1.2114
C16 -2.104 0.231 3.884  0.0950
C17 -2.939 -0.058 4.942  -1.2402
C18 -3.462 -1.340 5.126  -0.6472
C19 -3.125 -2.363 4.263  -0.4908
C20 -2.272 -2.073 3.204  0.9328
H10 -0.187 -1.979 0.422  -0.3857
H11 -1.719 1.230 3.755  0.6243
H12 -3.201 0.733 5.633  0.4444
H13 -4.133 -1.535 5.952  0.4229
H14 -3.508 -3.365 4.408  0.4348
Cl4 -1.949 4.730 -0.242  -0.0386
C21 -0.318 4.819 -0.894  0.2164
Cl5 0.788 4.013 0.259  -0.0820
C22 -0.253 3.974 -2.215  0.0670
O3 0.293 4.485 -3.173  -0.6856
O4 -0.769 2.815 -2.090  -0.3235
H15 -0.017 5.850 -1.020  0.5168
C23 -2.565 -0.170 -3.439  -1.6361
C24 -2.611 -1.504 -2.683  0.3397
C25 -3.155 -1.383 -1.255  -0.9126
C26 -1.250 -2.173 -2.678  0.8307
C27 -1.105 -3.382 -3.342  -1.1750
C28 0.110 -4.045 -3.399  -1.3355
C29 1.205 -3.471 -2.780  -0.8844
C30 1.106 -2.268 -2.096  0.8861
C31 2.331 -1.676 -1.431  3.4500
C32 3.384 -1.273 -2.468  -1.6512
C33 2.939 -2.628 -0.396  -1.6821
C34 -0.136 -1.589 -2.018  -0.6919
O5 -0.248 -0.455 -1.328  1.0295
H16 -3.556 0.288 -3.476  0.3984
H17 -2.231 -0.345 -4.463  0.4173
H18 -1.864 0.527 -2.986  0.1934
H19 -3.293 -2.156 -3.236  0.6836
H20 -2.461 -0.801 -0.645  -0.1462
H21 -3.241 -2.373 -0.804  0.2901
H22 -4.139 -0.914 -1.245  0.5344
H23 -1.973 -3.810 -3.831  0.3964
H24 0.198 -4.990 -3.919  0.3875
H25 2.163 -3.978 -2.831  0.3582
H26 2.002 -0.778 -0.912  -2.3155
H27 3.798 -2.157 -2.955  0.3972
H28 4.206 -0.728 -1.994  0.3943
H29 2.946 -0.633 -3.235  0.3257
H30 3.201 -3.583 -0.853  0.3635
H31 2.234 -2.826 0.415  0.2455
H32 3.848 -2.196 0.031  0.4725

Calculated values
- HOMO energy (eV) = -7.790
- 2S+1 = 1
- Kohn-Sham gap (eV) = 6.2
- relative energy (zero: lowest compared OMol25 entry of this formula, charge and spin) (kcal/mol) = 0.00